ORCA calculation (the ωB97M-V functional and the def2-TZVPD basis) on the molecule C24H24FN3OS.

CARTESIAN COORDINATES (ANGSTROEM)
C 0.234 0.048 3.575
H 1.707 1.608 -0.638
H 0.557 0.412 0.836
H -2.957 -0.959 3.114
H 0.833 0.947 3.588
C 1.671 -2.410 -3.344
C -1.894 -1.016 3.304
C 2.613 1.163 -2.488
H -1.356 -0.953 -3.661
C 1.808 -0.057 -2.860
H 3.472 -1.400 -2.789
C 0.446 0.055 -3.109
H -1.858 -3.485 -0.967
C -1.312 -2.246 3.556
C 0.816 -1.180 3.828
C -0.558 2.648 1.131
C -1.309 -2.640 -0.584
C -1.982 -1.477 -0.274
C -1.345 -0.353 0.237
C 2.412 -1.301 -2.976
H -3.089 0.515 1.091
C 0.314 -2.290 -3.587
O 1.551 3.735 -2.947
C 0.046 -2.331 3.810
C -2.171 0.861 0.605
H -1.919 -3.138 3.553
C 0.029 -0.429 0.414
H -2.805 1.473 3.117
C 0.060 -2.691 -0.386
H 1.873 -1.240 4.041
C -1.125 0.140 3.300
H -0.265 -3.155 -3.874
S 0.372 3.485 2.223
C -1.726 1.471 2.929
N 1.917 2.002 -1.542
H 2.782 1.782 -3.376
H -1.262 2.273 3.505
H -0.983 2.378 -0.854
H 2.155 -3.371 -3.441
F -3.322 -1.427 -0.462
N -1.516 1.768 1.517
H 3.583 0.867 -2.077
H 0.602 -3.595 -0.614
C 0.725 -1.584 0.107
C 1.382 3.195 -1.876
H 0.501 -3.291 4.002
C 0.530 3.807 -0.765
H -0.026 1.024 -3.041
C -0.298 -1.054 -3.467
H 1.791 -1.620 0.264
H 1.174 4.177 0.039
H -2.495 1.382 -0.305
N -0.358 2.821 -0.199
H -0.025 4.654 -1.183

Forces on atoms 1 to 3 (eV/Å):
0.015 0.034 0.137
-0.116 0.105 -0.055
0.026 0.086 0.087

The value obtained for the calculated total energy is -45349.3873 eV. As for the strongest force on any atom: 0.8 eV/Å. As for the LUMO energy: 0.6 eV. The HOMO energy is -8.33 eV. The orbital gap is 8.88 eV. Its SMILES is O=C(CNC(=S)N(Cc1ccccc1)Cc1ccccc1F)NCc1ccccc1.

=====

ORCA calculation (the ωB97M-V functional and the def2-TZVPD basis) on a structure of composition C24H24MoNO4S3Sb.

CARTESIAN COORDINATES (ANGSTROEM)
S -3.956 0.800 0.944
H -1.785 -1.216 5.909
H 1.660 -1.745 -1.357
C -6.564 -1.175 4.110
C 4.054 0.592 -1.618
C -5.314 -0.358 4.105
H -5.248 3.582 3.654
H 3.163 -3.925 -6.853
S -2.171 1.253 -0.032
H 3.572 2.099 -5.896
H -6.397 -2.190 3.748
C 3.448 -1.729 -5.295
Sb -3.785 -1.468 1.733
H -1.439 -1.900 4.331
N 2.435 -1.439 -3.174
O -1.262 2.918 4.254
C 2.229 -1.049 -1.962
C 3.739 -4.015 -5.934
H -4.033 -2.054 4.522
C -5.337 1.017 4.037
S -1.390 -1.717 1.414
H -0.723 -0.347 4.814
H 2.638 1.237 -3.786
H -7.358 -0.707 3.531
H 2.160 -2.398 -3.395
H -6.289 1.531 3.972
H 4.334 -1.890 -7.251
H 4.430 0.529 -7.596
H 2.058 2.340 1.198
C 2.761 0.139 -1.326
H 3.544 -4.973 -5.465
C 4.021 0.145 -6.671
C 3.971 -1.225 -6.481
C -4.162 1.783 4.043
Mo -0.554 0.413 1.281
C 2.620 1.845 0.415
H 4.330 3.109 0.626
H -4.018 3.714 4.914
C 3.546 1.035 -5.709
C 3.002 -0.823 -4.313
C -1.695 1.892 3.940
C 4.615 1.642 -0.916
H 5.619 1.966 -1.151
C -2.927 1.113 4.167
O 0.817 0.342 0.067
C 3.032 0.554 -4.525
C -1.618 -0.963 4.858
C -2.847 -0.264 4.371
H 4.805 -3.912 -6.132
C 2.073 0.774 -0.275
H -3.530 3.679 3.231
C 3.896 2.277 0.088
O 3.316 -3.023 -4.978
C -4.248 3.269 3.942
H -6.920 -1.264 5.141
C -4.041 -1.010 4.214
O -0.904 1.090 2.906
H 4.629 0.101 -2.391

Forces on atoms 1 to 3 (eV/Å):
0.013 -0.068 -0.028
0.005 -0.010 -0.003
-0.037 0.002 -0.011

The value obtained for the calculated total energy is -75831.6187 eV. Its net charge is +3. As for the strongest force on any atom: 1.0 eV/Å. As for the expectation value of S²: 0.76. As for the LUMO energy (spin up / spin down): -10.8 / -11.0 eV. As for the multiplicity: 2. The HOMO energy (spin up / spin down) is -15.58 / -15.59 eV. The orbital gap (spin up / spin down) is 4.75 / 4.60 eV.

=====

ORCA calculation (the ωB97M-V functional and the def2-TZVPD basis) on the molecule C24H24N2O5 at a distorted geometry.

CARTESIAN COORDINATES (ANGSTROEM)
C -6.382 3.743 -1.948
C 4.041 -5.132 1.687
H 4.332 -2.239 0.954
C 4.178 -6.497 1.599
C 1.524 1.014 -1.324
O -4.908 3.158 -0.092
C -5.172 3.329 -1.419
C -6.538 3.888 -3.321
O 3.631 1.587 1.007
H 3.396 -7.211 1.752
H 7.122 -5.221 0.962
H -5.601 3.731 -5.235
H 0.323 2.039 1.662
H -7.217 3.959 -1.300
H 5.994 -7.695 1.130
H 0.467 -0.703 1.537
C 1.544 -2.389 2.330
O 1.752 -5.058 2.095
H -6.797 2.748 0.666
C -0.670 1.971 -1.570
H -3.453 2.996 -4.334
O -2.949 2.648 -1.674
C -0.710 2.210 -0.204
C -4.265 3.202 -3.654
N 2.525 -0.298 1.568
C -4.094 3.052 -2.289
H 4.475 -0.125 2.186
C 1.476 1.239 0.046
O 5.233 -4.541 1.431
C 5.527 -6.743 1.276
H -6.272 4.452 0.788
C 0.456 1.374 -2.124
C -1.817 2.371 -2.462
H 0.754 -3.120 2.147
C 3.974 -2.219 1.991
C 2.648 0.878 0.904
C -5.486 3.620 -4.168
H 1.458 -2.042 3.366
H 4.781 -2.575 2.637
H -7.489 4.212 -3.714
C 1.418 -1.215 1.367
H 0.497 1.192 -3.189
H 2.401 0.559 -1.761
C -5.939 3.409 0.829
N 2.808 -3.070 2.133
C 6.116 -5.518 1.186
H -5.512 3.208 1.810
H 3.370 -0.726 3.438
C 0.355 1.845 0.600
H -1.584 2.675 0.221
H -2.030 1.558 -3.173
H 1.420 -1.588 0.335
H -1.527 3.262 -3.043
C 2.790 -4.419 1.982
C 3.624 -0.785 2.373

Forces on atoms 1 to 3 (eV/Å):
0.071 -0.041 0.258
-0.181 -1.380 -0.041
0.042 0.071 0.156

The value obtained for the calculated total energy is -38494.4206 eV. As for the strongest force on any atom: 1.4 eV/Å. As for the LUMO energy: 0.6 eV. The HOMO energy is -8.21 eV. The orbital gap is 8.84 eV. Its SMILES is COc1ccccc1OCc1ccc(C(=O)N2CCN(C(=O)c3ccco3)CC2)cc1.

=====

ORCA calculation (the ωB97M-V functional and the def2-TZVPD basis) on a structure of composition C24H24N3O7PtS2.

CARTESIAN COORDINATES (ANGSTROEM)
H -2.035 -1.075 -4.342
H 3.193 3.963 0.107
O -2.091 -2.742 -0.960
H -4.379 1.854 -4.634
H 1.562 0.115 5.000
H -2.026 -0.078 -2.383
O -0.603 -3.487 -2.775
H -2.692 0.134 4.431
C -5.535 -0.070 -0.742
H -6.307 -0.197 -2.722
C -1.690 0.107 4.020
H 3.405 -2.296 1.095
H -2.111 0.688 -4.501
C -4.690 -1.596 -4.687
C 3.013 -0.471 0.077
H -6.515 -0.085 -0.282
C -0.181 0.051 2.104
C -0.591 0.117 4.853
N 4.089 0.338 0.118
H 1.005 -4.320 -0.563
S -4.247 0.013 1.789
H -5.742 -1.648 -4.402
C 4.691 2.735 0.146
C -4.059 -0.263 -4.263
C -4.151 -0.129 -2.742
C 3.675 1.648 0.097
C 3.050 -1.951 0.122
C -2.613 -0.247 -4.758
Pt -0.111 0.011 0.096
H 5.064 0.080 0.159
H 2.045 -2.323 -0.056
H -0.737 0.141 5.926
C 1.293 2.690 0.001
H -4.170 -2.430 -4.214
N -2.099 0.026 0.332
N 1.929 0.284 0.020
C -0.052 -4.196 -0.340
H -5.866 0.905 -4.650
O 5.868 2.432 0.191
C -3.132 -0.010 -0.565
C -2.509 0.027 1.636
H -4.625 -1.717 -5.772
H 3.711 -2.343 -0.652
C -5.409 -0.131 -2.122
O 1.725 3.861 -0.004
C -1.517 0.069 2.614
H -0.201 -3.862 0.685
C -4.392 -0.017 0.035
C 0.706 0.106 4.338
C -4.812 0.896 -4.929
O 0.095 2.317 -0.038
S -0.750 -2.983 -1.430
H 1.912 0.123 2.561
H -4.750 0.810 -6.017
C 2.320 1.601 0.039
H -2.603 -0.345 -5.846
H -0.582 -5.130 -0.517
O 0.160 -1.792 -1.226
C -3.017 -0.052 -1.953
O 4.228 3.957 0.134
C 0.901 0.095 2.948

Forces on atoms 1 to 3 (eV/Å):
-0.005 -0.010 -0.005
-0.108 0.038 -0.124
0.010 -0.087 -0.002

The value obtained for the calculated total energy is -69001.7737 eV. Its net charge is -1. As for the strongest force on any atom: 0.4 eV/Å. As for the expectation value of S²: 2.03. As for the LUMO energy (spin up / spin down): 2.2 / 1.7 eV. As for the multiplicity: 3. The HOMO energy (spin up / spin down) is -2.51 / -5.14 eV. The orbital gap (spin up / spin down) is 4.75 / 6.88 eV.

=====

Question: Which of these has the highest strongest force on any atom?
Answer: C24H24N2O5